(1)
The following is a quantum chemistry calculation of a 4-piece molecular cluster, C26H24N4OS overall, from the OMol25 dataset.

Calculated values
* E_tot: -46187.473 eV
* molar mass: 440.57 g mol⁻¹
* E_HOMO: -0.3197 hartree
* structure (SMILES): NCc1c(N=C=O)ccc2nsnc12.c1ccccc1.c1ccccc1.c1ccccc1
* Kohn-Sham gap: 6.97 eV

ORCA input file:
```
! wB97M-V def2-TZVPD RIJCOSX def2/J DEFGRID3
* xyz 0 1
N 4.26759 -0.87417 3.38955
C 4.22640 0.21528 2.32057
C 2.75262 0.07966 1.63700
C 2.64186 -0.85087 0.39594
N 3.87302 -1.52109 -0.10176
C 3.83292 -1.63497 -1.42329
O 3.78319 -2.15422 -2.56691
C 1.20164 -1.04000 -0.26788
C -0.03586 -0.28551 0.31651
C 0.17480 0.64471 1.59550
N -0.80060 1.42958 2.33715
S 0.00040 2.21017 3.64727
N 1.66118 1.74884 3.49158
C 1.56955 0.86989 2.31381
H 3.72472 -1.64880 2.95300
H 3.61295 -0.51477 4.12335
H 4.32970 1.23496 2.86109
H 5.06428 0.08452 1.53788
H 1.13539 -1.72574 -1.18327
H -1.07863 -0.40114 -0.14091
C -0.12101 -4.68268 2.11398
C -1.05673 -5.63841 1.72859
C -2.40308 -5.29789 1.63634
C -2.81502 -4.00165 1.93383
C -1.88072 -3.04823 2.32805
C -0.53337 -3.38785 2.41676
H 0.92950 -4.94682 2.17939
H -0.73612 -6.64974 1.49911
H -3.13184 -6.04247 1.33260
H -3.86421 -3.73527 1.85954
H -2.20252 -2.03881 2.56576
H 0.19562 -2.64369 2.72192
C 0.49842 0.46280 -6.05567
C 0.91941 0.10595 -7.33336
C 1.99102 -0.76744 -7.49535
C 2.64507 -1.28116 -6.37880
C 2.23009 -0.91722 -5.10095
C 1.15594 -0.04661 -4.93904
H -0.34127 1.13852 -5.92965
H 0.41124 0.50836 -8.20403
H 2.31683 -1.04809 -8.49182
H 3.47880 -1.96402 -6.50479
H 2.74367 -1.31303 -4.23009
H 0.83076 0.23550 -3.94253
C -3.26178 3.88021 2.03808
C -3.23388 4.57832 0.83424
C -3.90094 5.79442 0.71828
C -4.60023 6.31104 1.80575
C -4.63590 5.60864 3.00684
C -3.96572 4.39427 3.12400
H -2.73633 2.93576 2.13000
H -2.69081 4.17441 -0.01450
H -3.87613 6.34008 -0.21954
H -5.11816 7.26025 1.71641
H -5.18598 6.00843 3.85306
H -3.99172 3.84777 4.06140
*
```

Atom charges from the natural (NBO) analysis, given in e for atoms 1 to 6: atom 1 (N): -0.800, atom 2 (C): -0.266, atom 3 (C): -0.008, atom 4 (C): 0.094, atom 5 (N): -0.538, atom 6 (C): 0.881

=====

(2)
The following is a quantum chemistry calculation of C26H24N8O9PtS as an isolated structure, from the OMol25 dataset.

Calculated values
* E_tot: -71778.319 eV
* molar mass: 819.67 g mol⁻¹
* E_HOMO: -0.2190 hartree
* Kohn-Sham gap: 3.91 eV

ORCA input file:
```
! wB97M-V def2-TZVPD RIJCOSX def2/J DEFGRID3
* xyz 0 1
Pt -0.04230 -0.13930 -0.06890
N -2.27270 -1.88950 -2.15450
C -1.07510 -2.48310 -2.05790
N -0.76820 -3.41210 -2.95410
C 0.42070 -4.00670 -2.79830
N 0.77950 -4.92860 -3.69980
N 1.27040 -3.76460 -1.79450
C 0.90440 -2.81940 -0.94290
N -0.26710 -2.14010 -1.03450
C 1.78150 -2.46730 0.15690
C 2.63450 -3.39540 0.76330
C 3.42490 -2.99510 1.81810
C 3.36970 -1.65890 2.22810
C 2.52230 -0.79440 1.56800
N 1.72910 -1.18200 0.57800
H -2.83180 -2.09850 -2.96370
H -2.44740 -1.06710 -1.59600
H 0.21460 -5.06360 -4.51990
H 1.71390 -5.29130 -3.65760
H 2.63440 -4.41170 0.40360
H 4.08240 -3.69040 2.31650
H 3.97910 -1.30110 3.04000
H 2.48860 0.25580 1.82520
C -7.00830 -2.16870 0.51840
C -5.91660 -1.15110 0.40080
C -6.19330 0.16150 0.03170
C -5.16660 1.08630 -0.07680
C -3.87430 0.69690 0.21080
C -3.57550 -0.60120 0.59210
C -4.59990 -1.52510 0.66830
S -2.53060 1.84240 -0.00570
O -1.82180 1.93360 1.24520
O -2.99850 3.06200 -0.60190
N -1.63370 0.95580 -1.06620
C -1.36800 1.45800 -2.31190
C 0.37630 1.74400 -2.39860
O 0.60540 2.85470 -2.75980
O 0.95270 0.71720 -2.11120
H -7.98800 -1.71890 0.38050
H -6.97720 -2.63390 1.50210
H -6.87330 -2.95140 -0.22720
H -7.21060 0.45880 -0.18190
H -5.34640 2.10820 -0.37240
H -2.55190 -0.86240 0.83750
H -4.39210 -2.55220 0.93100
H -1.86740 2.40390 -2.52520
H -1.44540 0.71890 -3.11000
C 0.20600 4.01240 1.44690
C 0.44620 2.53590 1.51130
O 0.86770 1.89230 0.56540
H -0.74250 4.24740 1.92320
H 0.19230 4.31720 0.40400
H 1.00500 4.53740 1.96860
O -0.32050 -0.14170 2.26950
C 0.13520 0.70400 3.05840
O 0.31930 2.04110 2.74880
C 0.48700 0.41210 4.41870
C 1.17040 1.35760 5.21510
C 1.49400 1.07260 6.51290
C 1.13800 -0.16500 7.06660
C 0.45900 -1.11690 6.29060
C 0.14890 -0.83790 4.98670
N 1.46830 -0.44530 8.41080
O 1.11880 -1.52320 8.88110
O 2.09280 0.40610 9.03800
H 1.43530 2.30860 4.78090
H 2.01380 1.78460 7.13310
H 0.19020 -2.05480 6.75750
H -0.37660 -1.55300 4.37550
*
```

Atom charges from the natural (NBO) analysis, given in e for atoms 1 to 6: atom 1 (Pt): 1.086, atom 2 (N): -0.761, atom 3 (C): 0.621, atom 4 (N): -0.563, atom 5 (C): 0.602, atom 6 (N): -0.760

=====

Calculated energy above the lowest of the compared OMol25 structures with the same formula, charge and spin in order - 184.7; 78.7 kcal/mol